Entry 1:
Molecular formula: C5H11NO
Method: DFT, the ωB97M-V functional and the def2-TZVPD basis

Values from the calculation:
ΔE to the lowest compared entry with this formula, charge and spin = 3.709 eV
largest force on an atom = 3.54 eV/Å
highest occupied orbital energy = -7.126 eV
HOMO-LUMO gap = 0.2929 hartree

Geometry as ORCA input:
```
! RIJCOSX wB97M-V def2-TZVPD def2/J DEFGRID3
* xyz 0 1
C -1.08 0.62 1.07
C -0.65 -0.72 0.55
C 0.54 -0.28 -1.70
C 0.71 -0.47 -0.21
N -2.09 1.28 0.44
C 1.83 -1.12 0.24
O 0.55 1.31 0.50
H 1.27 1.19 1.14
H -0.98 0.83 2.13
H -2.15 2.27 0.65
H -2.16 1.11 -0.56
H -1.39 -1.15 -0.13
H -0.49 -1.40 1.39
H 1.29 0.41 -2.09
H 0.64 -1.23 -2.25
H -0.42 0.15 -1.99
H 1.94 -1.42 1.27
H 2.63 -1.38 -0.44
*
```

Entry 2:
Molecular formula: C61H58GeN3O2P2SSc
Method: DFT, the ωB97M-V functional and the def2-TZVPD basis

Values from the calculation:
largest force on an atom = 1.46 eV/Å
highest occupied orbital energy (spin up / spin down) = -9.745 / -10.172 eV
HOMO-LUMO gap (spin up / spin down) = 0.2622 / 0.2306 hartree

Geometry as ORCA input:
```
! RIJCOSX wB97M-V def2-TZVPD def2/J DEFGRID3
* xyz 1 2
Sc 0.75 0.32 0.53
O -0.06 1.15 -1.03
C -0.34 2.32 -1.59
C -1.15 2.39 -2.73
C -1.44 3.61 -3.31
C -0.93 4.81 -2.78
C -0.13 4.74 -1.66
C 0.17 3.51 -1.06
C 0.97 3.54 0.15
N 1.32 2.53 0.86
C 2.12 2.79 2.05
C 1.52 2.01 3.20
N 1.33 0.63 2.74
C 1.49 -0.31 3.60
C 1.49 -1.74 3.32
C 1.59 -2.62 4.41
C 1.67 -3.98 4.22
C 1.67 -4.48 2.91
C 1.58 -3.62 1.82
C 1.48 -2.24 2.01
O 1.38 -1.44 0.96
H -1.55 1.47 -3.14
H -2.07 3.65 -4.19
H -1.15 5.76 -3.24
H 0.28 5.65 -1.23
H 1.30 4.53 0.46
H 2.16 3.85 2.29
H 3.14 2.44 1.88
H 0.55 2.45 3.44
H 2.15 2.07 4.08
H 1.70 -0.04 4.64
H 1.60 -2.21 5.41
H 1.75 -4.65 5.06
H 1.73 -5.55 2.74
H 1.57 -4.00 0.81
C -7.69 -1.24 -1.99
S -6.32 -2.41 -1.83
C -5.98 -2.26 -0.05
C -4.48 -2.24 0.24
C -3.86 -0.91 -0.17
N -2.40 -0.79 0.05
P -1.80 0.04 1.40
C -2.68 -0.65 2.83
C -2.08 -1.69 3.55
C -2.76 -2.31 4.59
C -4.03 -1.89 4.94
C -4.63 -0.83 4.25
C -3.95 -0.21 3.21
C -2.43 1.74 1.31
C -2.91 2.30 0.13
C -3.24 3.65 0.07
C -3.10 4.45 1.20
C -2.62 3.90 2.38
C -2.28 2.56 2.44
P -1.13 -1.55 -0.86
C -1.49 -3.33 -0.64
C -1.63 -4.24 -1.69
C -1.89 -5.58 -1.43
C -2.00 -6.03 -0.12
C -1.83 -5.14 0.94
C -1.56 -3.81 0.67
C -1.46 -1.28 -2.62
C -2.67 -1.52 -3.27
C -2.79 -1.31 -4.63
C -1.69 -0.90 -5.38
C -0.46 -0.71 -4.76
C -0.35 -0.89 -3.38
H -7.98 -1.23 -3.04
H -7.39 -0.24 -1.69
H -8.55 -1.56 -1.40
H -6.44 -3.10 0.46
H -6.46 -1.34 0.31
H -3.99 -3.06 -0.29
H -4.32 -2.41 1.30
H -4.33 -0.12 0.42
H -4.09 -0.69 -1.21
H -1.08 -2.01 3.29
H -2.28 -3.12 5.13
H -4.56 -2.37 5.75
H -5.62 -0.49 4.54
H -4.42 0.62 2.69
H -3.00 1.68 -0.76
H -3.60 4.08 -0.86
H -3.36 5.50 1.15
H -2.51 4.53 3.26
H -1.93 2.13 3.37
H -1.55 -3.91 -2.72
H -2.01 -6.28 -2.25
H -2.22 -7.07 0.08
H -1.89 -5.48 1.96
H -1.43 -3.12 1.50
H -3.54 -1.88 -2.72
H -3.74 -1.48 -5.12
H -1.79 -0.74 -6.45
H 0.41 -0.42 -5.34
H 0.59 -0.72 -2.89
C 3.28 -1.32 -2.02
Ge 3.13 0.28 -0.91
C 3.01 1.89 -1.96
C 2.31 1.92 -3.16
C 2.25 3.09 -3.91
C 2.88 4.24 -3.46
C 3.58 4.22 -2.26
C 3.64 3.06 -1.50
C 4.72 0.33 0.24
C 4.59 -0.01 1.56
C 5.71 -0.05 2.43
C 6.95 0.26 1.95
C 7.14 0.59 0.59
C 8.43 0.88 0.08
C 8.62 1.17 -1.23
C 7.52 1.18 -2.12
C 6.26 0.91 -1.67
C 6.02 0.62 -0.29
H 4.33 -1.58 -2.01
H 2.95 -1.13 -3.04
H 2.69 -2.13 -1.59
H 1.80 1.03 -3.51
H 1.70 3.10 -4.85
H 2.84 5.15 -4.05
H 4.08 5.12 -1.91
H 4.18 3.05 -0.56
H 3.62 -0.27 1.96
H 5.58 -0.34 3.47
H 7.82 0.24 2.61
H 9.27 0.86 0.77
H 9.62 1.38 -1.60
H 7.68 1.40 -3.17
H 5.44 0.93 -2.37
*
```

Entry 3:
Molecular formula: C4H9NO2S
Method: DFT, the ωB97M-V functional and the def2-TZVPD basis

Values from the calculation:
ΔE to the lowest compared entry with this formula, charge and spin = 7.085 eV
largest force on an atom = 5.02 eV/Å
highest occupied orbital energy (spin up / spin down) = -8.347 / -7.297 eV
HOMO-LUMO gap (spin up / spin down) = 0.3009 / 0.2743 hartree

Geometry as ORCA input:
```
! RIJCOSX wB97M-V def2-TZVPD def2/J DEFGRID3
* xyz 0 1
C 0.51 0.24 -0.10
C 0.40 -2.44 0.06
C 2.37 1.92 -0.19
C -2.25 -0.67 0.24
N 1.46 0.92 -0.10
O -1.32 1.83 1.12
O -1.70 1.38 -1.27
S -1.32 0.89 0.01
H -0.36 -2.67 -0.68
H 0.12 -2.74 1.03
H 1.39 -2.31 -0.16
H 1.91 2.93 0.01
H 2.62 2.04 -1.25
H 3.23 1.74 0.58
H -1.36 -1.37 0.44
H -2.91 -0.74 0.99
H -2.79 -0.95 -0.74
*
```